ORCA calculation (ωB97M-V/def2-TZVPD) on C4H8O in the gas phase.

CARTESIAN COORDINATES (ANGSTROEM)
C 1.886 0.135 0.601
O 0.854 -0.721 0.165
C -0.133 -0.043 -0.543
C -1.436 -0.746 -0.667
C -1.316 0.467 0.228
H 1.501 1.132 0.850
H 2.663 0.238 -0.169
H 2.331 -0.304 1.496
H 0.227 0.537 -1.395
H -1.973 -0.653 -1.606
H -1.510 -1.720 -0.195
H -1.810 1.388 -0.064
H -1.287 0.290 1.299

Summary:
**LUMO level**: 0.0450 hartree
**Energy**: -6323.64927 eV
**Frontier orbital gap**: 10.7 eV
**Max |F|**: 0.328 eV Å⁻¹
**SMILES**: COC1CC1

---

ORCA calculation (ωB97M-V/def2-TZVPD) on C4H8O in the gas phase at a distorted geometry.

CARTESIAN COORDINATES (ANGSTROEM)
C 0.710 1.207 0.592
C -0.230 0.362 -0.273
C -0.733 -0.935 0.598
C 0.347 -0.493 -1.327
O -1.287 0.908 -0.792
H 1.537 0.629 1.017
H 1.116 2.018 -0.019
H 0.121 1.649 1.403
H 0.105 -1.511 0.999
H -1.413 -1.570 0.026
H -1.294 -0.460 1.403
H 0.014 -0.299 -2.344
H 0.771 -1.478 -1.133

Summary:
**LUMO level (alpha / beta)**: -0.0128 / -0.0466 hartree
**Energy**: -6321.02404 eV
**Frontier orbital gap (alpha / beta)**: 9.3 / 7.5 eV
**Max |F|**: 1.634 eV Å⁻¹

---

ORCA calculation (ωB97M-V/def2-TZVPD) on a 2-piece molecular cluster, C4H8O overall at a distorted geometry.

CARTESIAN COORDINATES (ANGSTROEM)
C 0.535 -1.654 0.084
C -0.350 -0.775 -0.348
C -1.635 -0.154 -0.276
O -0.714 -0.040 -1.413
H 0.235 -2.258 0.925
H 1.484 -1.815 -0.411
H -2.452 -0.854 -0.381
H -1.858 0.804 0.192
C 0.935 1.363 0.311
H 0.807 0.294 0.541
H 0.017 1.964 0.334
H 1.400 1.475 -0.674
H 1.596 1.650 1.113

Summary:
**LUMO level**: 0.0371 hartree
**Energy**: -6321.70993 eV
**Frontier orbital gap**: 9.9 eV
**Max |F|**: 1.657 eV Å⁻¹
**SMILES**: C=C1CO1.C

---

ORCA calculation (ωB97M-V/def2-TZVPD) on C4H8O in the gas phase at a distorted geometry.

CARTESIAN COORDINATES (ANGSTROEM)
C -1.825 0.512 0.047
C -0.471 -0.064 0.451
C 0.710 0.142 -0.464
C 1.995 -0.382 -0.025
O 1.191 -1.201 -0.835
H -2.616 -0.104 0.485
H -1.999 1.543 0.377
H -1.954 0.484 -1.040
H -0.431 -1.147 0.299
H -0.240 0.121 1.506
H 0.639 0.825 -1.309
H 2.908 -0.076 -0.517
H 2.092 -0.654 1.027

Summary:
**LUMO level**: 0.0457 hartree
**Energy**: -6323.45209 eV
**Frontier orbital gap**: 11.3 eV
**Max |F|**: 1.372 eV Å⁻¹
**SMILES**: CC[C@H]1CO1

---

ORCA calculation (ωB97M-V/def2-TZVPD) on C4H8O in the gas phase.

CARTESIAN COORDINATES (ANGSTROEM)
O -0.403 1.781 0.550
C -0.737 1.074 -0.626
C -0.154 -0.329 -0.658
C -0.198 -1.136 0.603
C 1.115 -0.598 0.102
H 0.547 1.671 0.689
H -0.422 1.629 -1.523
H -1.830 1.018 -0.634
H -0.295 -0.846 -1.606
H -0.632 -0.628 1.460
H -0.378 -2.207 0.562
H 1.558 0.218 0.669
H 1.863 -1.270 -0.305

Summary:
**LUMO level**: 0.0400 hartree
**Energy**: -6324.01335 eV
**Frontier orbital gap**: 11.2 eV
**Max |F|**: 0.357 eV Å⁻¹
**SMILES**: OCC1CC1

---

ORCA calculation (ωB97M-V/def2-TZVPD) on a 2-piece molecular cluster, C4H8O overall.

CARTESIAN COORDINATES (ANGSTROEM)
C 0.930 1.179 -0.146
C 0.154 -0.035 -0.641
C -1.262 -0.244 -0.376
C 0.361 -1.325 1.266
O -0.864 -1.361 1.380
H 1.125 1.911 -0.947
H 0.380 1.692 0.654
H 1.892 0.858 0.264
H 0.684 -0.789 -1.219
H -1.798 -1.025 -0.909
H -0.646 0.437 -1.522
H -1.837 0.560 0.078
H 0.879 -1.858 2.119

Summary:
**LUMO level**: 0.0385 hartree
**Energy**: -6319.78363 eV
**Frontier orbital gap**: 8.1 eV
**Max |F|**: 0.851 eV Å⁻¹

---

ORCA calculation (ωB97M-V/def2-TZVPD) on C4H8O in the gas phase at a distorted geometry.

CARTESIAN COORDINATES (ANGSTROEM)
C -1.449 0.057 -0.450
C 0.090 0.029 -0.647
C 0.776 1.022 0.223
C 1.064 -0.424 0.483
O 0.385 -1.314 1.328
H -1.751 0.217 0.594
H -1.995 -0.814 -0.831
H -1.837 0.927 -1.013
H 0.378 -0.179 -1.666
H 0.190 1.624 0.901
H 1.614 1.520 -0.256
H 2.151 -0.593 0.613
H 0.382 -2.072 0.721

Summary:
**LUMO level**: 0.0376 hartree
**Energy**: -6323.00864 eV
**Frontier orbital gap**: 10.3 eV
**Max |F|**: 1.649 eV Å⁻¹
**SMILES**: C[C@H]1C[C@H]1O

---

ORCA calculation (ωB97M-V/def2-TZVPD) on a 2-piece molecular cluster, C4H8O overall at a distorted geometry.

CARTESIAN COORDINATES (ANGSTROEM)
C 1.183 -1.154 -1.292
C 0.649 0.251 -1.093
O 1.328 1.213 -0.885
H 1.994 -1.339 -0.595
H 0.380 -1.892 -1.234
H 1.575 -1.189 -2.304
H -0.446 0.274 -1.242
C -0.634 0.943 1.789
C -1.693 0.409 1.190
H -0.175 1.907 1.649
H -0.123 0.274 2.483
H -2.147 0.964 0.378
H -1.890 -0.659 1.157

Summary:
**LUMO level**: 0.0390 hartree
**Energy**: -6323.49693 eV
**Frontier orbital gap**: 10.8 eV
**Max |F|**: 1.801 eV Å⁻¹
**SMILES**: CC=O.C=C

---

ORCA calculation (ωB97M-V/def2-TZVPD) on C4H8O in the gas phase.

CARTESIAN COORDINATES (ANGSTROEM)
C 0.374 -0.647 1.237
C 0.349 1.514 -0.647
O 1.286 0.799 -1.254
C -0.877 0.629 -0.634
C -0.570 -0.733 0.030
H -0.053 -0.038 2.042
H 1.342 -0.209 0.978
H 0.572 -1.649 1.629
H 2.111 1.300 -1.205
H -1.699 1.147 -0.128
H -1.187 0.478 -1.681
H -1.511 -1.191 0.356
H -0.134 -1.400 -0.722

Summary:
**LUMO level**: 0.0321 hartree
**Energy**: -6322.53027 eV
**Frontier orbital gap**: 9.3 eV
**Max |F|**: 0.495 eV Å⁻¹

---

ORCA calculation (ωB97M-V/def2-TZVPD) on C4H8O19S4Y as an isolated structure at a distorted geometry.

CARTESIAN COORDINATES (ANGSTROEM)
Y -0.679 1.735 0.342
S -3.644 2.283 0.332
O -4.489 2.214 1.548
O -2.495 3.208 0.542
O -2.855 1.016 0.141
O -4.459 2.642 -0.846
S 2.520 0.208 0.914
O 1.951 -0.896 1.741
O 3.315 -0.284 -0.263
O 1.377 1.039 0.367
O 3.410 0.994 1.808
S -0.242 1.829 3.234
O 0.961 1.415 3.952
O -0.774 0.727 2.352
O -1.289 2.315 4.156
O 0.097 2.828 2.157
S 0.071 3.193 -2.125
O -0.939 2.093 -1.999
O -0.569 4.388 -2.735
O 0.477 3.390 -0.703
O 1.219 2.757 -2.959
C 2.611 -2.814 -1.549
C 1.347 -1.975 -1.655
O 0.341 -2.493 -0.798
C -0.638 -1.629 -0.482
O -0.675 -0.482 -0.779
O -1.607 -2.243 0.185
C -1.473 -3.612 0.425
H 3.288 -2.435 -0.782
H 3.145 -2.761 -2.513
H 2.432 -3.894 -1.407
H 1.035 -1.922 -2.708
H 1.636 -0.956 -1.371
H -0.576 -3.844 0.998
H -1.465 -4.170 -0.519
H -2.369 -3.863 0.998

Summary:
**Total charge**: -5
**LUMO level**: 0.3623 hartree
**Energy**: -87556.45670 eV
**Frontier orbital gap**: 3.7 eV
**Max |F|**: 2.431 eV Å⁻¹

---

ORCA calculation (ωB97M-V/def2-TZVPD) on a 2-piece molecular cluster, C4H8O2 overall at a distorted geometry.

CARTESIAN COORDINATES (ANGSTROEM)
C -1.373 -0.365 1.931
C -1.557 0.535 0.738
O -1.308 1.702 0.691
O -2.118 -0.114 -0.312
H -1.583 -1.400 1.675
H -2.099 -0.058 2.682
H -0.361 -0.244 2.305
H -2.102 0.530 -1.033
C 1.820 -0.652 -1.722
C 2.311 0.454 -1.165
H 1.373 -0.559 -2.705
H 2.013 -1.613 -1.267
H 2.330 1.402 -1.681
H 2.652 0.381 -0.138

Summary:
**LUMO level**: 0.0301 hartree
**Energy**: -8372.09770 eV
**Frontier orbital gap**: 11.0 eV
**Max |F|**: 1.188 eV Å⁻¹
**SMILES**: CC(=O)O.C=C

---

ORCA calculation (ωB97M-V/def2-TZVPD) on a 2-piece molecular cluster, C4H8O2 overall at a distorted geometry.

CARTESIAN COORDINATES (ANGSTROEM)
C 2.078 -0.907 1.092
C 1.614 -0.488 -0.083
C 0.215 -0.163 -0.407
C -0.099 0.485 -1.525
O -1.352 0.878 -1.887
H 3.134 -1.134 1.152
H 1.538 -0.810 2.022
H 2.274 -0.133 -0.876
H -0.557 -0.608 0.203
H 0.594 0.642 -2.346
H -1.911 0.824 -1.111
O -2.563 0.340 0.908
H -2.550 -0.180 1.703
H -2.417 1.252 1.153

Summary:
**LUMO level**: 0.0183 hartree
**Energy**: -8371.06992 eV
**Frontier orbital gap**: 8.5 eV
**Max |F|**: 1.505 eV Å⁻¹
**SMILES**: C=C/C=C/O.O

---

- Look up the max |F| of the twelfth one.
  1.505 eV Å⁻¹

---

Copy entry 7 word for word.
ORCA calculation (ωB97M-V/def2-TZVPD) on C4H8O in the gas phase at a distorted geometry.

CARTESIAN COORDINATES (ANGSTROEM)
C -1.449 0.057 -0.450
C 0.090 0.029 -0.647
C 0.776 1.022 0.223
C 1.064 -0.424 0.483
O 0.385 -1.314 1.328
H -1.751 0.217 0.594
H -1.995 -0.814 -0.831
H -1.837 0.927 -1.013
H 0.378 -0.179 -1.666
H 0.190 1.624 0.901
H 1.614 1.520 -0.256
H 2.151 -0.593 0.613
H 0.382 -2.072 0.721

Summary:
**LUMO level**: 0.0376 hartree
**Energy**: -6323.00864 eV
**Frontier orbital gap**: 10.3 eV
**Max |F|**: 1.649 eV Å⁻¹
**SMILES**: C[C@H]1C[C@H]1O

---

- Which value of max |F| does entry 4 give?
  1.372 eV Å⁻¹